Computed, not measured: one molecule with the formula C19H23BBrF12N3O9S4 at a distorted geometry, with wB97M-V/def2-TZVPD.

Results
SMILES: CB(O)[C@@]1(CCC(F)(F)C(F)(F)S(F)(F)(F)(F)F)OS(=O)(=O)[C@@](CC(=O)Br)(N(C(=O)F)C(=O)F)[C@@](CCCF)(N=C=S)[C@]1(CN)S(C)(=O)=O
molar mass: 884.4 g/mol
frontier orbital gap: 9.9 eV
HOMO level: -0.3753 Eh
multiplicity: 1
maximum force: 2.27 eV/Å
energy: -6969.16057 Ha
LUMO energy: -0.0123 Eh

Structure (XYZ):
```
72
C19H23BBrF12N3O9S4 (wB97M-V/def2-TZVPD)
C -1.16969 1.81339 -3.34010
B 0.09908 1.60227 -2.42594
O 1.29292 2.06370 -2.88295
C 0.16023 0.72808 -1.04997
C -0.42363 -0.61678 -1.51446
C 0.29961 -1.13205 -2.78166
C 0.31646 -2.65777 -2.84471
F 0.98540 -3.00435 -3.98575
F 1.04230 -3.14920 -1.79318
C -1.08882 -3.30380 -2.84103
F -1.90298 -2.56009 -3.62856
F -1.60379 -3.26360 -1.59044
S -1.20041 -5.10548 -3.46881
F -0.82191 -4.59622 -4.91374
F 0.31448 -5.35733 -3.11278
F -1.60862 -5.64599 -2.04057
F -2.73662 -4.89001 -3.79593
F -1.29635 -6.56963 -4.03642
O 1.59189 0.37049 -0.85783
S 2.52174 1.32038 -0.04900
O 2.40188 2.70847 -0.34074
O 3.82022 0.76317 -0.20372
C 1.87090 0.92867 1.61967
C 2.63961 -0.40551 1.92400
C 4.13701 -0.52312 2.23292
O 4.53212 -1.61198 2.41352
Br 5.41460 0.90178 2.42597
N 2.16713 1.93706 2.63502
C 2.41272 1.54956 3.92904
O 1.95982 0.63022 4.51051
F 3.25919 2.38543 4.51908
C 2.57660 3.29567 2.38123
O 1.94846 4.19350 2.77365
F 3.68373 3.46923 1.73808
C 0.22485 0.60297 1.54756
C 0.00699 -0.89385 1.77284
C -1.29042 -1.71484 1.69288
C -2.43161 -1.54310 2.68071
F -3.57896 -2.09595 2.10782
N -0.29686 1.44759 2.65657
C -0.74649 1.06167 3.71196
S -1.25767 0.57796 5.08960
C -0.44703 1.29666 0.23935
C -0.26768 2.82616 0.37826
N -0.25363 3.49237 -0.91488
S -2.30904 1.21293 0.15628
C -3.10929 1.82548 1.63031
O -2.63491 2.17953 -0.86322
O -2.89680 -0.07223 -0.12365
H -0.95028 1.59690 -4.38527
H -2.06271 1.28044 -3.03848
H -1.41858 2.86769 -3.25790
H 1.17516 2.59019 -3.67840
H -0.30711 -1.39205 -0.77099
H -1.45138 -0.49225 -1.81582
H -0.22682 -0.83367 -3.68180
H 1.35208 -0.87718 -2.82849
H 2.21017 -0.90313 2.77890
H 2.53819 -1.02273 1.04195
H 0.65200 -1.41046 1.06993
H 0.41916 -1.15165 2.74490
H -0.92835 -2.72469 1.90127
H -1.71375 -1.85571 0.70957
H -2.67380 -0.53254 2.97695
H -2.25325 -2.11931 3.58641
H -1.03724 3.27873 0.99225
H 0.63732 3.10517 0.89251
H -0.96447 4.20108 -0.99600
H 0.64530 3.91323 -1.10252
H -3.85188 2.51614 1.24313
H -3.65058 1.02557 2.11306
H -2.48243 2.38688 2.30627
```